{
  "formula": "C42H105BF4KN7",
  "method": "wB97M-V/def2-TZVPD",
  "elements": ["H", "H", "H", "H", "H", "H", "C", "H", "H", "H", "H", "H", "F", "H", "H", "H", "H", "F", "H", "H", "H", "H", "H", "C", "H", "C", "H", "H", "H", "B", "C", "H", "H", "F", "C", "C", "H", "H", "H", "C", "H", "H", "H", "C", "H", "H", "H", "H", "H", "N", "C", "H", "H", "C", "H", "H", "H", "H", "C", "H", "H", "C", "N", "C", "H", "C", "C", "H", "H", "H", "H", "H", "C", "H", "H", "H", "H", "H", "C", "H", "K", "H", "H", "H", "H", "H", "C", "C", "H", "H", "H", "H", "H", "H", "C", "H", "H", "H", "H", "H", "C", "H", "H", "H", "H", "N", "H", "H", "N", "H", "H", "H", "H", "C", "C", "H", "C", "C", "C", "H", "H", "H", "C", "F", "C", "H", "H", "H", "H", "H", "H", "H", "H", "H", "H", "C", "C", "C", "H", "C", "C", "C", "C", "H", "H", "H", "C", "C", "H", "N", "H", "C", "H", "C", "C", "N", "C", "H", "C", "N"],
  "coordinates": [[2.96425, 5.09017, 4.75378], [-2.04984, -0.55701, 6.02316], [1.93475, 1.18558, 4.67685], [3.87051, 1.19811, -5.60396], [-3.34854, -7.23483, -3.92099], [0.03848, -0.59699, -6.80975], [-5.58472, 5.38686, 5.46449], [-0.30304, 3.57956, 0.89086], [3.00741, -1.88055, 0.94819], [1.13856, 4.65150, 0.73200], [2.97629, -4.57739, -1.58925], [-1.87531, -0.76392, 3.71552], [-1.01972, -0.94457, -0.74903], [-3.40641, -1.76040, -1.49094], [2.98149, 0.04801, -4.56675], [-1.14946, 1.18629, -5.56336], [0.28317, -4.40324, 5.20497], [0.20705, 0.57079, 0.31249], [1.45133, 2.87181, -1.10470], [1.74297, 0.03439, 3.39405], [-0.15154, -2.75967, -6.16877], [5.00470, -3.28300, -0.81628], [-3.40867, -1.36515, -4.91515], [4.43223, -2.38735, -1.05752], [-1.99692, -6.45961, -3.00619], [-0.06445, 1.20065, -5.46027], [-5.15025, 4.73535, 6.22270], [4.69764, -1.59278, -0.36014], [4.50982, -0.91550, -2.62982], [-0.98674, 0.36080, -0.29254], [3.74020, 1.63154, -0.40298], [4.62806, 0.59197, -4.17548], [-1.88052, 7.23715, 4.19655], [-2.03252, 0.69031, 0.58979], [2.29268, 4.57543, -2.07482], [-1.31297, -1.20916, -4.30634], [-5.26850, 6.40301, 5.70016], [-2.36752, 4.57025, 2.28082], [0.72760, -4.22350, -0.94288], [3.09989, -4.07410, 0.97061], [-3.03851, -5.70315, 0.61863], [-1.05580, -2.69963, 1.46408], [-3.48926, -3.49251, -3.34143], [3.12802, 5.26770, 3.69087], [0.28769, 1.98206, -6.13370], [0.32478, -0.35249, 5.17883], [1.48100, 5.29348, -1.95780], [0.52386, -3.28300, 2.82389], [0.50662, 5.24435, 3.32264], [2.85683, 2.13696, -2.50173], [4.97244, -1.87436, -2.39599], [4.62105, 1.28708, 0.13885], [1.52714, -2.66041, 0.65355], [0.37158, 4.29194, 2.81002], [0.24169, -3.30430, -4.55322], [2.13145, -2.30936, -6.67692], [-4.81032, -1.50194, -2.53840], [-2.37626, 8.10503, 2.77069], [-2.50355, -4.46024, -1.02524], [4.17519, 5.57001, 3.70333], [-2.55979, -3.53314, -0.45478], [1.84118, 3.13735, -2.08735], [-3.82111, -4.67462, -1.64980], [-5.16949, 4.80100, 4.11724], [-2.31611, 2.29299, 2.72036], [-4.35218, -2.18700, -1.82504], [2.83494, 4.01600, 2.84472], [-1.98818, -6.59275, -0.42294], [0.51525, -3.01074, -2.25545], [1.44403, -0.19061, -5.98603], [-0.49064, -0.69019, 2.68108], [2.74702, -3.42449, -2.93738], [-4.01941, -6.02161, -2.26354], [4.14564, -4.29348, 0.75526], [-1.25245, -5.38475, 0.53203], [2.63348, -2.04750, -5.06697], [0.76462, -4.73990, -2.56464], [2.81068, 4.85172, -2.99321], [-3.01440, -6.34885, -3.38110], [3.62548, 3.27882, 2.98521], [1.29636, -0.31956, -2.17758], [2.59202, -4.91694, 0.50180], [-0.48119, 5.27573, 1.03708], [1.86947, -3.68714, 5.47943], [-2.28493, -0.84944, -6.20971], [2.27933, 2.62458, -4.49332], [0.36644, -0.24553, -5.83148], [0.76240, -2.84436, 3.79282], [4.65199, 2.97449, -1.73665], [3.38166, 2.45775, 0.21097], [-1.65127, 6.52490, 2.62671], [-5.28122, 3.71785, 4.16636], [-3.91451, 2.26512, 3.32633], [-4.19665, 6.63871, 2.29416], [1.05415, -3.90114, -1.93159], [-4.04888, -6.74246, -1.44647], [-1.02534, -0.87170, 7.39099], [-5.04456, -6.03125, -2.63379], [3.95099, 3.01627, -4.11847], [4.68042, 1.22241, -2.23187], [3.66226, 0.89922, -4.57664], [-0.54202, 3.83555, 3.19099], [2.97491, -4.11293, 2.05272], [-1.50400, -0.37933, -3.62592], [1.57480, 1.99482, 1.70362], [0.10561, -1.21864, -4.77783], [0.26683, 1.41187, -4.44355], [1.58192, -2.13493, 3.67790], [-0.37663, -2.11096, 4.30262], [4.76374, -2.57693, -3.20280], [6.05535, -1.75214, -2.37427], [-1.30246, -1.99536, -3.55143], [1.70311, -4.79015, 4.10782], [0.46377, -2.53870, -5.29661], [-4.22382, -3.56480, -2.53937], [-2.17999, -3.24128, 2.78732], [-2.40902, -1.48490, -5.33285], [2.09870, 1.04207, 3.60886], [-3.74741, 6.53811, 3.28217], [-5.79254, 5.12355, 3.28307], [1.00259, 3.08217, -2.78149], [2.92232, 4.35203, 1.81150], [-3.01905, 2.88624, 3.30519], [-1.06743, 1.07912, -1.45957], [-1.11416, -1.38516, 3.24349], [-1.75291, -2.21407, 6.54571], [-2.27689, -2.50817, -5.68438], [0.65224, -1.80074, 6.17321], [-4.08120, 4.12398, 1.90620], [-6.66442, 5.31078, 5.59316], [-3.04931, -5.60090, -4.17322], [-4.98177, -2.16299, -0.93559], [0.27798, 1.83825, 2.79186], [-5.20841, -3.74951, -2.96900], [3.16556, 1.03331, 3.38562], [2.58101, -2.70663, 0.37909], [-1.76712, -2.39838, 2.23309], [2.52061, -3.63465, -1.89208], [2.33462, -3.64854, -5.65897], [-3.33225, 4.26442, 2.68560], [-0.05817, -1.32121, 5.49982], [-2.16574, -5.59360, -0.02509], [1.18500, -4.04348, 4.70962], [-1.74062, -4.20219, -1.75971], [2.54592, 6.15170, 3.43047], [-2.59499, -1.91662, 1.71286], [4.09843, 2.03783, -1.80235], [0.20875, 4.46444, 1.26920], [3.07696, 4.72176, -1.33212], [-3.76854, 5.15734, 3.77135], [3.03699, 0.80301, -0.31858], [1.33422, 2.10564, 2.76095], [-2.64847, 2.97355, 4.32654], [-1.28747, -1.23944, 6.39895], [3.16413, 2.27910, -3.95863], [1.50823, 3.47664, 3.18030], [-2.35072, 7.11276, 3.22108], [-4.31531, 7.15928, 3.97479], [1.93071, -2.63615, -5.65662], [2.94325, -2.48964, -1.06147]],
  "atomic_forces_ev_per_a": [[-0.43, -0.28, 0.03], [-0.08, -0.03, -0.12], [0.13, 0.28, -0.01], [-0.05, -0.52, -0.33], [0.08, -0.31, 0.50], [-0.74, 0.16, -0.21], [-0.11, -0.75, 0.22], [0.32, -0.23, -0.29], [0.20, 0.01, -0.09], [0.00, -0.10, 0.09], [0.60, 0.02, -0.09], [-0.13, -0.20, 0.04], [-0.32, -2.40, -0.06], [0.19, -0.03, -0.30], [-0.22, 0.30, 0.18], [-0.13, 0.55, 0.57], [0.11, -0.38, -0.17], [1.85, 0.23, 0.72], [-0.02, -0.13, 0.04], [-0.13, 0.05, -0.29], [0.02, -0.22, -0.31], [-0.46, -0.30, 0.28], [0.06, 0.09, -0.02], [0.21, 1.33, -1.27], [-0.11, -0.10, -0.09], [-0.70, -1.39, -0.56], [0.08, 0.14, 0.20], [-0.11, -0.27, 0.42], [0.05, -0.03, -0.10], [-1.59, 0.70, 0.73], [0.89, -0.23, 1.64], [-0.13, 0.03, 0.12], [-0.21, -0.16, 0.17], [0.17, -0.45, -0.38], [1.07, 0.39, -0.21], [0.64, -0.52, 0.90], [0.00, -0.02, -0.39], [-0.41, 0.61, -0.25], [-0.36, 0.35, 0.23], [-0.02, 0.50, -0.58], [0.30, 0.15, 0.43], [0.05, -0.21, 0.08], [0.22, -0.16, -0.04], [0.42, -0.06, 0.78], [0.30, -0.31, -0.07], [0.06, 0.28, 0.41], [0.01, -0.17, 0.31], [-0.10, 0.27, -0.10], [-0.23, 0.18, -0.18], [-1.03, 0.34, -2.88], [-0.36, -0.32, -0.09], [0.27, -0.02, 0.02], [-0.32, 0.14, -0.82], [0.58, 0.63, -0.81], [-0.18, 0.11, 0.21], [-0.20, 0.17, -0.12], [0.13, 0.02, -0.03], [-0.07, 0.07, -0.08], [-0.61, -0.52, 2.00], [0.16, -0.07, -0.63], [-0.18, 0.14, 0.13], [0.18, -0.12, 0.23], [2.32, -0.02, -2.98], [0.68, 0.62, 0.07], [0.18, 0.19, -0.16], [0.44, -0.05, -0.03], [-0.53, 1.19, 0.64], [-0.06, 0.14, -0.60], [-0.33, -0.02, 0.15], [0.15, -0.22, 0.18], [0.33, 0.16, -0.15], [0.75, 0.01, 0.06], [-1.26, 0.16, 0.87], [0.10, 0.40, 0.15], [-0.32, 0.42, 0.18], [-0.36, 0.09, 0.49], [0.40, 0.07, -0.41], [-0.19, -0.09, -0.37], [-0.22, 0.37, -0.12], [-0.28, -0.19, 0.24], [-0.08, 0.21, 0.15], [-0.42, -0.02, 0.25], [0.09, 0.25, 0.06], [0.03, -0.16, 0.07], [-0.26, 0.14, 0.04], [-0.02, -0.09, 0.04], [1.35, 1.41, 0.00], [0.13, -0.64, 0.58], [0.40, 0.11, -0.42], [-0.30, 0.04, -0.16], [-0.14, -0.11, -0.10], [0.17, 0.03, 0.05], [-0.11, -0.05, 0.20], [-0.36, -0.14, -0.28], [-1.05, 0.00, 0.95], [0.51, -0.10, -0.08], [0.13, 0.12, 0.03], [0.08, 0.16, -0.28], [0.17, 0.11, -0.10], [0.19, 0.42, -0.23], [0.21, 1.99, -0.16], [0.17, -0.01, 0.19], [-0.17, 0.04, -0.08], [0.03, 0.68, -0.63], [0.29, -0.25, -0.26], [-0.84, 0.24, 0.08], [-0.27, 0.15, 0.02], [0.61, -0.11, -0.33], [-0.38, -0.52, -0.19], [-0.04, 0.05, -0.13], [-0.02, 0.07, 0.17], [-0.23, -0.58, 0.04], [-0.17, -0.19, 0.19], [0.23, -0.08, 0.42], [-1.30, 1.26, 1.60], [0.21, -0.17, -0.03], [0.74, -0.07, -0.08], [-0.23, 0.52, -0.53], [0.48, 0.13, 0.64], [-0.47, 0.22, -0.09], [-0.03, -0.44, -0.05], [-0.13, -0.21, -0.56], [-0.53, -0.53, -0.30], [-0.02, 1.49, -1.40], [-0.04, -0.97, 0.05], [0.17, -0.09, -0.21], [-0.30, -0.10, -0.11], [0.56, -0.27, -0.76], [-0.09, 0.35, -0.34], [-0.07, 0.15, -0.05], [0.16, 0.34, 0.23], [-0.23, -0.54, -0.12], [-0.18, 0.20, 0.22], [0.17, -0.58, -0.06], [0.11, 0.15, 0.18], [0.68, -1.06, 0.70], [0.00, 1.01, 0.70], [0.27, 0.00, -0.74], [-0.36, -0.23, 0.25], [1.04, -1.25, 1.54], [-1.09, -0.37, -0.01], [-0.06, -0.04, -0.52], [-0.10, 1.47, -0.31], [-0.07, -0.41, -0.59], [-0.08, -0.15, -0.23], [0.01, 0.21, -0.04], [-0.83, -0.35, 1.60], [-0.72, 0.01, 0.63], [-0.26, 0.23, 0.45], [-0.66, -0.05, -0.90], [-0.22, 0.08, -0.25], [0.23, -1.05, 0.17], [0.06, 0.17, -0.05], [-0.39, 0.73, 0.18], [-0.06, -1.87, 0.62], [0.64, -0.75, 0.50], [0.63, 0.36, -0.04], [-0.16, -0.03, -0.09], [0.96, -0.13, -0.98], [0.20, -0.98, 1.10]],
  "lowdin_charge": [0.0749, 0.0604, 0.0714, 0.0794, 0.0967, 0.1209, -0.0817, 0.0696, 0.1084, 0.0501, 0.1200, 0.1113, 0.0818, 0.0640, 0.0252, 0.0704, 0.0752, 0.1411, 0.0982, 0.0318, 0.1120, 0.1115, 0.0715, -0.2415, 0.0817, -0.0389, 0.0712, 0.1140, 0.0349, -1.4672, -0.0798, 0.0551, 0.0787, 0.1211, -0.0771, -0.2473, 0.0642, 0.0739, 0.0655, -0.0586, 0.0927, 0.0385, 0.1183, -0.0887, 0.0849, 0.0936, 0.0847, 0.0829, 0.1025, -0.2295, -0.0675, 0.0834, 0.0928, -0.2239, 0.0956, 0.0805, 0.0868, 0.0741, -0.1613, 0.0658, 0.1115, -0.2399, 0.0427, -0.2547, 0.0459, -0.0349, -0.2359, 0.0736, 0.0453, 0.0820, 0.0957, 0.0980, -0.1604, 0.0633, 0.0811, 0.0562, 0.0858, 0.0714, -0.0282, 0.1093, 0.7225, 0.0610, 0.0585, 0.0615, 0.0763, 0.0972, -0.2593, -0.2647, 0.1270, 0.0610, 0.0381, 0.1007, 0.0588, 0.1144, -0.0985, 0.1246, 0.0700, 0.1284, 0.1130, 0.0966, -0.0627, 0.0890, 0.0613, 0.1070, 0.0846, -0.2015, 0.0544, 0.0976, -0.2010, 0.0685, 0.0877, 0.0840, 0.0535, -0.2570, -0.1572, 0.0749, -0.0618, -0.0588, -0.2706, 0.1089, 0.1090, 0.0856, -0.0957, 0.1164, -0.1927, 0.0751, 0.0642, 0.1117, 0.1184, 0.0703, 0.0783, 0.0919, 0.1027, 0.1330, 0.0596, -0.2096, -0.0766, -0.2660, 0.0812, -0.2424, -0.2362, -0.0430, -0.0652, 0.1275, 0.0645, 0.0622, -0.2627, -0.0579, 0.0704, -0.1725, 0.0539, -0.2472, 0.0825, -0.0881, -0.1990, -0.1844, -0.0837, 0.1034, -0.0794, -0.1752],
  "energy_ev": -83557.727,
  "s_squared": 0.754,
  "homo_energy_ha": [-0.338, -0.338],
  "multiplicity": 2,
  "gap_ha": [0.25681, 0.08962],
  "lumo_energy_ev": [-2.2, -6.7],
  "charge": 1
}